No. 1
DFT (wB97M-V/def2-TZVPD) results for a structure of composition C11H36F2N12NbO7.

The geometry in ORCA input format:
```
! wB97M-V def2-TZVPD RIJCOSX def2/J DEFGRID3
* xyz -1 1
C 7.89826 3.28047 4.33647
C 7.82306 4.77521 3.90750
C 6.39508 5.21375 3.48999
F 6.05446 4.38997 2.36412
Nb 4.81645 5.14369 5.18223
C 3.53960 3.61846 4.05434
C 2.76419 2.63257 4.92294
O 2.78662 2.54685 6.05470
F 1.94436 1.76377 4.18131
H 8.44179 3.16667 5.28453
H 8.38072 2.71192 3.52402
H 6.91497 2.81463 4.47935
H 8.19881 5.46976 4.67128
H 8.44102 4.85983 2.99057
H 6.41878 6.26895 3.16040
H 5.76446 3.85956 6.09956
H 5.86146 6.38857 6.03604
H 3.92632 6.47919 4.29436
H 3.60756 5.20236 6.56256
H 4.08261 3.00255 3.31651
H 2.76886 4.18489 3.49486
C 0.95341 7.92102 6.51920
O 1.84158 8.19114 5.74048
N 0.61928 6.63490 6.82692
N 0.21004 8.88248 7.16026
H -0.10868 6.38516 7.46822
H 1.15099 5.90592 6.37999
H 0.43072 9.83971 6.95824
H -0.52640 8.67760 7.80793
C 0.60470 -1.05990 1.66150
O -0.36834 -1.30228 2.36082
N 0.74566 -1.59031 0.41020
N 1.61862 -0.25135 2.06354
H 1.53156 -1.40917 -0.18399
H 0.01246 -2.19561 0.08089
H 1.55089 0.15897 2.98142
H 2.42060 -0.04576 1.49900
C -3.16288 -3.21764 0.18825
O -2.44959 -4.20049 0.04869
N -4.31860 -3.04367 -0.51848
N -2.86114 -2.21409 1.05771
H -4.91411 -2.24467 -0.41734
H -4.57735 -3.76605 -1.17478
H -2.01186 -2.30620 1.59897
H -3.42996 -1.39907 1.18424
C -5.45647 -5.63309 -3.78694
O -5.79109 -5.12682 -2.72573
N -5.94954 -6.83291 -4.21521
N -4.56802 -5.05092 -4.63186
H -5.68461 -7.26395 -5.08379
H -6.60877 -7.29709 -3.61819
H -4.17416 -4.16737 -4.36119
H -4.28725 -5.46073 -5.50390
C -2.40969 -3.04201 -6.67797
O -2.73425 -3.17276 -5.51568
N -1.11550 -3.13065 -7.09929
N -3.32948 -2.80418 -7.66090
H -0.83110 -3.02733 -8.05495
H -0.41779 -3.30868 -6.39870
H -4.29149 -2.73334 -7.38046
H -3.09357 -2.70047 -8.62984
C -4.99702 -6.50340 -8.21964
O -4.68350 -7.27767 -7.33064
N -6.12418 -6.66594 -8.97018
N -4.24561 -5.40823 -8.53138
H -6.40047 -6.04117 -9.70345
H -6.70049 -7.46172 -8.76426
H -3.41158 -5.25900 -7.99420
H -4.48538 -4.75479 -9.25115
*
```

Summary:
energy above the lowest of the compared OMol25 structures with the same formula, charge and spin: 0.0000 eV
E_tot: -1881.21608 Eh

No. 2
DFT (wB97M-V/def2-TZVPD) results for the molecule C7H10.

The geometry in ORCA input format:
```
! wB97M-V def2-TZVPD RIJCOSX def2/J DEFGRID3
* xyz 0 1
C 1.82231 -0.43292 1.86685
C 1.45338 -0.46154 0.71948
C 1.03422 -0.37742 -0.66697
C 0.10599 0.76423 -0.93335
C -0.36199 1.78483 0.04396
C -0.41355 -0.69406 -0.95248
C -1.22765 -1.39305 0.11971
H 2.16639 -0.42066 2.87706
H 1.82508 -0.59506 -1.37644
H 0.27149 1.14836 -1.94805
H 0.47328 2.38175 0.40565
H -1.09733 2.44366 -0.43403
H -0.84634 1.29785 0.89187
H -0.85926 -0.51281 -1.90654
H -2.27840 -1.47330 -0.16933
H -0.87811 -2.41862 0.32437
H -1.15871 -0.86055 1.07203
*
```

Summary:
energy above the lowest of the compared OMol25 structures with the same formula, charge and spin: 3.3189 eV
E_tot: -272.59603 Eh

No. 3
DFT (wB97M-V/def2-TZVPD) results for a cluster of 10 separate species, C52H120N4O10 in total.

The geometry in ORCA input format:
```
! wB97M-V def2-TZVPD RIJCOSX def2/J DEFGRID3
* xyz 0 1
C 10.31306 12.84517 16.43149
C 10.05216 11.39076 16.02705
C 10.03534 10.56567 17.37577
C 8.64919 11.25796 15.38407
C 8.55615 11.64222 13.93516
C 9.67285 10.96550 13.10592
C 11.07725 11.10934 13.66223
C 12.02643 10.07044 13.08597
C 11.64000 12.52201 13.31635
N 11.02084 10.75436 15.15720
O 12.33751 10.94778 15.68741
H 9.50367 13.12358 17.12162
H 11.30884 13.12956 16.80516
H 10.17423 13.53541 15.54492
H 9.13243 10.77083 17.93924
H 10.04324 9.50190 17.16994
H 10.90671 10.66591 18.04567
H 8.33419 10.26184 15.45828
H 7.93999 11.85505 15.98660
H 7.57433 11.30777 13.60915
H 8.52596 12.74776 13.76492
H 9.63844 11.34116 12.06199
H 9.50081 9.89114 13.04718
H 12.35337 10.30128 12.05573
H 11.51007 9.10247 13.08045
H 12.97509 9.94481 13.64561
H 12.61584 12.77588 13.73948
H 11.04638 13.40281 13.68962
H 11.80781 12.60703 12.28695
H 12.41911 11.89995 15.84941
C 15.27936 17.72140 21.77028
C 16.68811 17.16904 21.79634
C 17.64004 18.17170 21.11952
C 17.11415 16.92576 23.25333
C 16.44125 15.70018 23.90794
C 16.69128 14.45629 23.05600
C 16.14863 14.71138 21.64210
C 16.49557 13.55503 20.73138
C 14.63290 14.66546 21.62639
N 16.77028 15.89404 21.06443
O 16.21387 16.16304 19.76804
H 14.73292 17.34884 20.91516
H 14.75784 17.29939 22.62771
H 15.32834 18.81249 21.76674
H 17.13482 18.51539 20.23681
H 17.85691 19.17666 21.60220
H 18.56689 17.70424 20.77848
H 18.14808 16.68082 23.18938
H 16.92087 17.82587 23.87182
H 16.83916 15.56958 24.91840
H 15.35396 15.86436 24.01808
H 16.11607 13.64278 23.46216
H 17.73858 14.11974 23.04099
H 17.52002 13.62668 20.38868
H 15.83119 13.52997 19.91481
H 16.39539 12.60105 21.23727
H 14.37350 14.99229 20.59996
H 14.06246 15.35318 22.29346
H 14.22470 13.68290 21.82853
H 16.96671 16.16834 19.16262
C 17.30096 14.13183 12.86272
C 16.31094 13.12260 12.25672
C 15.80378 12.16392 13.29284
C 15.09254 13.90918 11.68578
C 14.25019 13.08941 10.73566
C 15.07649 12.48535 9.58123
C 16.18582 11.55722 10.15664
C 15.67220 10.21290 10.68388
C 17.15506 11.17118 9.01036
N 16.96250 12.43692 11.10285
O 18.15839 11.74994 11.48223
H 16.76511 14.78788 13.59237
H 18.15943 13.67546 13.36682
H 17.65597 14.69447 12.01149
H 15.39048 12.63529 14.17095
H 14.96314 11.62254 12.91468
H 16.60258 11.49372 13.57954
H 14.44773 14.24633 12.55819
H 15.39994 14.87990 11.26323
H 13.74715 12.28827 11.35961
H 13.39271 13.65985 10.42082
H 15.54315 13.26993 8.96907
H 14.36476 12.01137 8.96389
H 16.51542 9.72782 11.17650
H 15.49089 9.53006 9.82543
H 14.85255 10.25224 11.31179
H 17.92612 11.96939 8.87195
H 16.75579 11.00717 8.00889
H 17.78971 10.32483 9.33649
H 17.91956 11.12994 12.19848
C 12.54439 19.26248 9.00167
C 12.20636 18.73054 10.41668
C 10.89353 19.37433 10.72440
C 12.09758 17.21942 10.46117
C 12.03012 16.64321 11.90053
C 13.15016 17.14653 12.77826
C 13.28588 18.66472 12.78540
C 12.18171 19.28276 13.58588
C 14.63388 19.07647 13.42228
N 13.26302 19.20858 11.41578
O 13.14694 20.61525 11.48585
H 13.60222 19.07781 8.76970
H 12.06592 18.71753 8.16835
H 12.28446 20.29146 8.90876
H 11.01092 20.34587 11.20602
H 10.25214 19.47675 9.85257
H 10.33853 18.78714 11.45536
H 11.15738 16.94387 9.97562
H 12.88568 16.75509 9.88630
H 11.10394 16.88983 12.36415
H 12.08819 15.53457 11.81748
H 14.05238 16.61537 12.47288
H 13.02117 16.86939 13.81802
H 11.20445 18.87190 13.32409
H 12.01094 20.32003 13.35004
H 12.31034 19.09669 14.65258
H 14.81103 18.51340 14.36123
H 14.65364 20.16241 13.57595
H 15.47989 18.81042 12.81447
H 14.04890 21.00393 11.47130
C 16.89500 18.37188 17.30014
C 18.18382 17.76668 16.84004
C 19.25119 18.82937 16.82061
O 18.50427 16.61668 17.73533
H 16.28846 17.58590 17.72726
H 16.40241 18.83314 16.47372
H 17.15664 19.08496 18.07405
H 18.06854 17.37698 15.83746
H 20.20545 18.35507 16.52292
H 19.56560 19.22465 17.83097
H 19.06742 19.63418 16.05536
H 19.12396 16.10816 17.15724
C 20.66452 13.56207 17.95578
C 19.90293 13.28358 16.65500
C 20.63171 12.72740 15.37246
O 18.91457 12.27849 17.06663
H 21.04505 12.60202 18.26616
H 20.09020 14.00584 18.76929
H 21.54471 14.17795 17.82218
H 19.44044 14.22036 16.37738
H 21.32505 11.89950 15.56172
H 21.18062 13.51982 14.78937
H 19.86597 12.37681 14.68294
H 18.47379 12.21314 16.21984
C 16.18995 13.66503 17.41103
C 14.69290 13.78816 17.52126
C 14.24476 15.20459 17.16599
O 14.02761 12.93307 16.56266
H 16.51232 13.80750 16.39014
H 16.56658 12.69955 17.72822
H 16.81051 14.44748 17.92863
H 14.37973 13.47505 18.51967
H 14.41697 15.89808 17.99238
H 13.16369 15.33133 16.94657
H 14.76444 15.57249 16.27802
H 14.48260 12.06825 16.57011
C 11.13722 15.60406 21.94870
C 10.91959 14.98546 20.57578
C 11.46832 15.88842 19.42528
O 11.57095 13.68137 20.51507
H 10.38351 16.31134 22.16658
H 12.13254 16.12163 22.00162
H 11.07727 14.89346 22.74434
H 9.83720 14.77832 20.42537
H 11.04847 16.86751 19.43157
H 11.31740 15.40386 18.45660
H 12.59212 15.94246 19.51894
H 12.52043 13.92534 20.43559
C 17.09478 9.31337 17.26622
C 15.61825 9.17862 16.95647
C 14.76642 9.51516 18.08716
O 15.33976 10.05090 15.81527
H 17.69505 9.12802 16.37212
H 17.44279 8.48711 17.96426
H 17.22864 10.31228 17.71464
H 15.42462 8.17396 16.59504
H 15.23815 9.20849 19.06936
H 13.85174 8.94443 17.97448
H 14.43450 10.55758 18.16833
H 14.35682 9.93916 15.67604
C 18.01427 8.12662 12.97113
O 17.89730 9.42359 13.49920
H 17.09173 7.69394 12.59490
H 18.73008 8.17611 12.17201
H 18.43702 7.45530 13.75216
H 17.13252 9.46777 14.14766
*
```

Summary:
E_tot: -3024.44547 Eh

No. 4
DFT (wB97M-V/def2-TZVPD) results for a cluster of 2 separate species, C6H7N3O3 in total.

The geometry in ORCA input format:
```
! wB97M-V def2-TZVPD RIJCOSX def2/J DEFGRID3
* xyz 0 1
C 2.18911 2.07904 0.31916
C 1.61922 1.55836 1.47691
C 1.94849 1.57319 -0.92487
C 0.70144 0.52534 1.42199
C 0.87693 0.60310 -1.02530
C 0.31866 -0.00599 0.12328
N -3.10734 -1.40752 -1.41325
N -0.52149 -1.04758 -0.04948
N -0.93460 -1.89051 0.77690
O -0.37729 -1.90061 1.89688
O -1.82474 -2.67924 0.42500
O -2.09327 -0.69865 -1.47165
H 2.90192 2.85095 0.42863
H 1.95587 1.89186 2.34741
H 2.45769 1.76373 -1.82277
H 0.35819 -0.02463 2.26469
H 0.58802 0.16523 -1.88995
H -4.00746 -1.02621 -1.13743
H -3.04935 -2.32985 -1.74617
*
```

Summary:
energy above the lowest of the compared OMol25 structures with the same formula, charge and spin: 7.3685 eV
E_tot: -622.51975 Eh

No. 5
DFT (wB97M-V/def2-TZVPD) results for the molecule C4H6N2O.

The geometry in ORCA input format:
```
! wB97M-V def2-TZVPD RIJCOSX def2/J DEFGRID3
* xyz 0 1
C 2.29552 0.38629 -0.32072
O 1.40869 -0.67366 0.01421
C 0.10332 -0.36402 0.07150
C -0.92507 -1.27082 0.26467
N -2.03781 -0.45209 0.42876
C -1.65423 0.81361 0.21942
N -0.35643 0.91327 0.00094
H 2.06292 0.77267 -1.31656
H 3.29721 -0.04882 -0.30961
H 2.24467 1.21181 0.39770
H -1.13683 -2.11885 -0.35712
H -2.92157 -0.77324 0.79242
H -2.38039 1.60386 0.11437
*
```

Summary:
energy above the lowest of the compared OMol25 structures with the same formula, charge and spin: 1.6632 eV
E_tot: -340.73379 Eh

No. 6
DFT (wB97M-V/def2-TZVPD) results for a cluster of 2 separate species, CN2O2S2 in total.

The geometry in ORCA input format:
```
! wB97M-V def2-TZVPD RIJCOSX def2/J DEFGRID3
* xyz 0 1
C 0.46149 1.13618 -0.14154
N -0.56220 1.66252 -0.39860
N 1.47262 0.51978 0.31070
O -0.32908 -1.37197 -0.80405
O -1.78357 -0.51097 1.08242
S 2.22815 -0.84634 0.25887
S -1.48742 -0.58919 -0.30780
*
```

Summary:
energy above the lowest of the compared OMol25 structures with the same formula, charge and spin: 0.1213 eV
E_tot: -1094.35450 Eh

- Which value of E_tot does entry 3 give?
  -3024.44547 Eh

- Which value of E_tot does entry 3 give?
  -3024.44547 Eh

- Number 5 is which compound?
  C4H6N2O